The following is a DFT calculation (ωB97M-V/def2-TZVPD) of a cluster of 8 separate species, H16O8 in total.

The LUMO energy is 0.03 eV. The value obtained for the largest force on an atom is 3.43 eV Å⁻¹. As for the HOMO energy: -0.408 hartree. The orbital gap comes out at 11.13 eV. Its energy above the lowest of the compared OMol25 structures with the same formula, charge and spin is 46.4 kcal/mol. As for the structure (SMILES): O.O.O.O.O.O.O.O. Its multiplicity is 1.

Last column: Mulliken charge in e.
Geometry (Å):
O (0.756, -2.592, -0.101)  -0.67
H (1.380, -1.973, 0.285)  0.37
H (0.014, -2.148, -0.491)  0.33
O (-3.172, 1.617, 1.053)  -0.62
H (-2.421, 1.166, 0.693)  0.43
H (-3.442, 1.141, 1.838)  0.29
O (-0.011, -0.661, 2.376)  -0.61
H (-0.876, -0.789, 2.733)  0.26
H (0.321, -1.550, 2.302)  0.34
O (-0.804, 0.571, -0.126)  -0.73
H (-0.524, -0.026, 0.612)  0.34
H (-1.059, 0.013, -0.844)  0.39
O (-1.030, -1.487, -2.108)  -0.64
H (-1.892, -1.683, -2.484)  0.28
H (-0.420, -1.576, -2.875)  0.31
O (2.574, -0.668, 1.042)  -0.66
H (2.729, -0.325, 0.211)  0.30
H (2.241, -0.003, 1.650)  0.34
O (0.593, 1.853, -2.850)  -0.58
H (0.899, 1.267, -2.167)  0.26
H (1.360, 1.928, -3.408)  0.30
O (1.271, 2.113, 0.770)  -0.62
H (0.704, 2.449, 1.432)  0.33
H (0.804, 1.361, 0.460)  0.28

Cartesian forces (eV/Å) of the 2 atoms listed first:
O 0.357 -1.167 0.347
H 0.052 0.505 0.091

---

The following is a DFT calculation (ωB97M-V/def2-TZVPD) of the molecule C2H5N3OS2.

The LUMO energy is 0.01 eV. The value obtained for the largest force on an atom is 3.94 eV Å⁻¹. As for the HOMO energy: -0.336 hartree. The orbital gap comes out at 9.16 eV. Its energy above the lowest of the compared OMol25 structures with the same formula, charge and spin is 51.0 kcal/mol. As for the structure (SMILES): NNC(=S)SNC=O. Its multiplicity is 1.

Last column: Mulliken charge in e.
Geometry (Å):
N (-0.310, -1.339, 2.369)  -0.68
N (0.050, -1.800, 1.049)  -0.04
C (0.098, -0.999, -0.098)  0.30
S (0.724, -1.686, -1.455)  -0.33
S (-0.861, 0.687, 0.150)  -0.01
N (-0.570, 1.425, -1.264)  -0.25
C (0.546, 2.188, -1.617)  0.23
O (0.705, 3.006, -2.536)  -0.49
H (0.369, -0.706, 2.903)  0.27
H (-1.317, -0.862, 2.476)  0.27
H (0.245, -2.777, 0.904)  0.21
H (-1.028, 0.956, -2.025)  0.29
H (1.349, 1.906, -0.856)  0.22

Cartesian forces (eV/Å) of the 2 atoms listed first:
N -1.749 1.418 0.588
N -0.627 3.342 0.280

---

The following is a DFT calculation (ωB97M-V/def2-TZVPD) of a structure of composition C59H46CuFGeNP3S.

The LUMO energy is 0.52 eV. The value obtained for the largest force on an atom is 0.50 eV Å⁻¹. As for the HOMO energy: -0.249 hartree. The orbital gap comes out at 7.30 eV. Its multiplicity is 1.

Last column: Mulliken charge in e.
Geometry (Å):
Cu (-0.084, -0.092, -0.133)  -0.57
F (4.575, 0.538, 1.439)  -0.61
Ge (2.868, 0.333, 0.886)  1.66
C (2.208, 1.942, 1.832)  -0.14
C (3.244, 2.730, 2.350)  -0.38
C (3.015, 3.690, 3.322)  -1.02
C (1.744, 3.838, 3.852)  -0.76
C (0.706, 3.090, 3.327)  -0.59
C (0.906, 2.196, 2.273)  0.25
P (-0.566, 1.434, 1.488)  1.98
C (-1.490, 2.826, 0.750)  0.23
C (-2.210, 2.531, -0.408)  0.09
C (-2.884, 3.531, -1.093)  -0.98
C (-2.852, 4.836, -0.630)  -0.84
C (-2.149, 5.139, 0.526)  -0.76
C (-1.469, 4.143, 1.210)  -0.34
C (-1.487, 0.948, 2.981)  1.13
C (-2.598, 1.646, 3.442)  -0.43
C (-3.239, 1.247, 4.608)  -0.50
C (-2.777, 0.147, 5.314)  -0.83
C (-1.668, -0.552, 4.857)  -0.53
C (-1.024, -0.153, 3.698)  -0.61
C (2.615, -1.285, 1.984)  -0.29
C (3.400, -1.317, 3.141)  -0.11
C (3.346, -2.395, 4.009)  -0.94
C (2.529, -3.477, 3.723)  -0.86
C (1.749, -3.461, 2.580)  -0.80
C (1.776, -2.365, 1.718)  0.28
P (0.622, -2.225, 0.319)  3.10
C (-0.709, -3.349, 0.830)  -0.57
C (-0.708, -4.708, 0.535)  -0.26
C (-1.710, -5.530, 1.035)  -0.87
C (-2.707, -5.000, 1.841)  -0.89
C (-2.707, -3.644, 2.144)  -0.52
C (-1.716, -2.823, 1.635)  0.38
C (1.419, -3.066, -1.077)  0.04
C (0.624, -3.489, -2.142)  0.37
C (1.207, -4.083, -3.249)  -0.85
C (2.587, -4.226, -3.321)  -0.72
C (3.383, -3.781, -2.276)  -0.71
C (2.802, -3.213, -1.151)  -0.71
C (3.398, 0.318, -1.027)  -0.36
C (4.765, 0.083, -1.228)  -0.58
C (5.352, 0.233, -2.472)  -0.99
C (4.598, 0.673, -3.549)  -0.82
C (3.246, 0.896, -3.373)  -0.13
C (2.632, 0.674, -2.139)  -0.26
P (0.829, 0.876, -2.020)  3.04
C (0.179, 0.073, -3.519)  0.21
C (-1.131, 0.375, -3.900)  -0.51
C (-1.705, -0.236, -5.001)  -0.82
C (-0.986, -1.177, -5.727)  -0.98
C (0.299, -1.511, -5.334)  -0.53
C (0.878, -0.895, -4.233)  -1.19
C (0.639, 2.661, -2.364)  0.80
C (0.301, 3.192, -3.603)  -0.72
C (0.182, 4.566, -3.766)  -0.71
C (0.405, 5.419, -2.698)  -0.78
C (0.757, 4.896, -1.461)  -0.60
C (0.872, 3.527, -1.298)  -0.36
H (4.256, 2.561, 2.013)  0.58
H (3.841, 4.281, 3.695)  0.41
H (1.559, 4.529, 4.664)  0.43
H (-0.281, 3.193, 3.757)  0.45
H (-2.243, 1.507, -0.764)  -0.60
H (-3.430, 3.285, -1.995)  0.53
H (-3.370, 5.618, -1.170)  0.37
H (-2.117, 6.157, 0.893)  0.47
H (-0.903, 4.415, 2.085)  0.40
H (-2.971, 2.492, 2.880)  0.44
H (-4.106, 1.793, 4.959)  0.45
H (-3.282, -0.168, 6.218)  0.38
H (-1.303, -1.413, 5.403)  0.48
H (-0.155, -0.704, 3.350)  0.36
H (4.061, -0.491, 3.363)  0.54
H (3.947, -2.388, 4.910)  0.42
H (2.488, -4.327, 4.392)  0.43
H (1.093, -4.295, 2.370)  0.44
H (0.069, -5.133, -0.089)  0.49
H (-1.706, -6.585, 0.794)  0.44
H (-3.489, -5.642, 2.227)  0.40
H (-3.491, -3.217, 2.758)  0.45
H (-1.740, -1.760, 1.844)  -0.33
H (-0.451, -3.347, -2.105)  0.25
H (0.581, -4.418, -4.065)  0.46
H (3.042, -4.682, -4.192)  0.39
H (4.460, -3.884, -2.326)  0.44
H (3.430, -2.891, -0.329)  0.32
H (5.385, -0.199, -0.389)  0.52
H (6.410, 0.034, -2.590)  0.43
H (5.057, 0.836, -4.515)  0.45
H (2.645, 1.231, -4.210)  0.48
H (-1.710, 1.087, -3.326)  0.57
H (-2.721, 0.011, -5.280)  0.48
H (-1.435, -1.657, -6.587)  0.39
H (0.860, -2.260, -5.879)  0.52
H (1.872, -1.191, -3.929)  0.27
H (0.125, 2.542, -4.450)  0.41
H (-0.088, 4.965, -4.736)  0.44
H (0.305, 6.490, -2.827)  0.40
H (0.930, 5.553, -0.618)  0.51
H (1.133, 3.131, -0.323)  0.21
S (-2.082, -0.979, -1.189)  0.00
C (-3.523, -0.966, -0.206)  0.07
C (-4.539, -1.891, -0.508)  -0.95
C (-5.707, -1.872, 0.219)  -0.53
C (-5.854, -0.941, 1.244)  -1.05
C (-4.795, -0.088, 1.486)  -0.20
N (-3.653, -0.089, 0.795)  0.33
H (-4.380, -2.606, -1.302)  0.54
H (-6.497, -2.579, -0.003)  0.40
H (-6.754, -0.882, 1.839)  0.45
H (-4.855, 0.638, 2.290)  0.36

Cartesian forces (eV/Å) of the 2 atoms listed first:
Cu -0.471 -0.133 -0.109
F -0.109 0.001 -0.030

---

The following is a DFT calculation (ωB97M-V/def2-TZVPD) of a cluster of 2 separate species, C22H15F4NO2S in total.

The LUMO energy is -3.45 eV. The value obtained for the largest force on an atom is 7.27 eV Å⁻¹. As for the HOMO energy: -0.219 hartree. The orbital gap comes out at 2.51 eV. Its energy above the lowest of the compared OMol25 structures with the same formula, charge and spin is 83.2 kcal/mol. Its multiplicity is 1.

Last column: Mulliken charge in e.
Geometry (Å):
F (3.908, 1.479, 2.474)  -0.20
C (2.899, 0.601, 2.497)  0.65
F (2.898, -0.188, 1.418)  -0.10
F (2.886, -0.117, 3.624)  -0.19
S (1.308, 1.532, 2.446)  0.87
C (0.118, 0.176, 2.381)  -0.52
C (-1.228, 0.410, 2.429)  1.14
C (-2.155, -0.675, 2.442)  -0.88
C (-3.496, -0.454, 2.492)  -0.71
C (-4.015, 0.847, 2.521)  0.46
C (-5.383, 1.055, 2.549)  0.07
N (-6.539, 1.212, 2.560)  -0.57
C (-3.125, 1.931, 2.519)  -0.96
C (-1.779, 1.728, 2.484)  -0.52
O (0.928, 2.216, 3.731)  -0.61
O (1.032, 2.308, 1.188)  -0.55
H (0.501, -0.822, 2.313)  0.45
H (-1.779, -1.682, 2.428)  0.41
H (-4.189, -1.280, 2.519)  0.46
H (-3.524, 2.932, 2.554)  0.44
H (-1.103, 2.566, 2.495)  0.39
F (4.625, -2.207, -1.160)  -0.33
C (4.018, -1.037, -1.479)  -0.06
C (4.752, 0.132, -1.593)  -0.30
C (4.125, 1.312, -1.947)  -0.68
C (2.774, 1.334, -2.184)  -0.74
C (1.992, 0.166, -2.078)  1.25
C (0.609, 0.281, -2.356)  -0.70
C (-0.436, -0.671, -2.399)  1.26
C (-1.715, -0.210, -2.772)  -0.76
C (-2.787, -1.064, -2.849)  -0.67
C (-2.634, -2.407, -2.556)  -0.37
C (-1.393, -2.891, -2.190)  -1.12
C (-0.315, -2.047, -2.114)  -0.05
C (2.665, -1.016, -1.715)  -0.51
H (5.809, 0.096, -1.397)  0.46
H (4.700, 2.217, -2.039)  0.43
H (2.293, 2.255, -2.462)  0.40
H (0.297, 1.283, -2.599)  0.22
H (-1.841, 0.832, -3.012)  0.39
H (-3.751, -0.686, -3.147)  0.42
H (-3.475, -3.078, -2.619)  0.42
H (-1.264, -3.938, -1.968)  0.42
H (0.620, -2.479, -1.837)  0.41
H (2.167, -1.951, -1.593)  0.67

Cartesian forces (eV/Å) of the 2 atoms listed first:
F -0.167 -0.940 -0.004
C -0.414 0.788 0.238